C10H20N6O4 | ωB97M-V with the def2-TZVPD basis set

Its energy above the lowest of the compared OMol25 structures with the same formula, charge and spin is 104.5 kcal/mol. The HOMO-LUMO gap comes out at 0.3210 Ha. The value obtained for the max |F| is 7.03 eV Å⁻¹. As for the charge: 0. For the HOMO energy, the calculation gives -8.588 eV.

Geometry as XYZ:
```
40
Properties=species:S:1:pos:R:3:lowdin_charge:R:1
H -8.175 -0.790 -0.479 0.09
C 3.037 -0.217 0.124 -0.27
H 3.566 -0.741 -1.799 0.17
C 0.645 0.155 0.614 -0.40
H -3.742 -0.889 0.302 0.11
H 3.122 -0.582 1.112 0.17
C -1.432 1.053 -0.070 -0.19
H 1.333 -0.904 -1.009 0.18
C 3.771 -1.119 -0.730 -0.10
H -7.411 -0.533 -2.106 0.08
N 6.040 -0.287 -0.841 0.19
N -1.499 -0.756 1.498 0.02
H -5.608 -0.823 1.528 0.03
H 5.632 0.464 -1.208 0.00
H -0.985 -0.915 -0.607 0.17
C -0.813 -0.248 0.323 -0.38
H 3.070 -2.023 -0.454 0.18
H -1.670 1.752 0.763 0.14
N -6.464 -0.851 0.931 0.07
C 3.283 1.237 -0.105 -0.41
H -1.562 -1.795 1.736 0.10
H -0.752 1.543 -0.892 0.16
H -4.007 0.811 0.997 0.14
C -3.846 0.190 0.050 -0.26
O 2.594 2.007 0.753 0.14
O 5.443 -2.251 0.303 0.04
O 0.816 0.911 1.569 0.08
C -6.245 -0.484 -0.307 -0.52
O 4.193 1.697 -0.809 0.08
C 5.195 -1.274 -0.405 -0.52
H 7.103 -0.310 -0.604 0.18
C -2.776 0.775 -0.806 -0.23
N -7.407 -0.531 -1.099 0.08
H 1.902 1.566 1.255 -0.06
H -2.506 0.193 -1.735 0.13
H -0.730 -0.337 2.374 0.20
H -5.139 1.088 -1.380 0.13
H -3.117 1.813 -1.171 0.13
N -5.084 0.226 -0.789 -0.01
N 1.613 -0.359 -0.168 0.14
```